[1]
Computed, not measured: a cluster of 11 separate species, C24H66F3O12S10 in total at a distorted geometry, with the ωB97M-V functional and the def2-TZVPD basis.

```
115
Properties=species:S:1:pos:R:3:forces:R:3
C 24.79797 -12.11043 11.26463 -0.12 -2.72 4.29
O 25.26392 -13.13232 10.29192 0.90 -1.13 0.96
O 25.02864 -12.59831 12.53646 0.28 2.15 -3.16
C 25.27228 -10.63437 10.86692 0.42 -6.01 -0.34
F 25.65460 -9.90231 11.81602 1.59 2.21 3.08
F 26.22839 -10.70249 9.93652 1.47 0.48 -0.87
F 24.26146 -10.08768 10.32183 -3.52 2.63 -2.20
C 24.74576 -13.10470 9.03108 0.79 0.41 -2.04
C 25.11757 -14.25279 8.02357 -0.07 0.09 1.91
H 24.74715 -15.21413 8.37954 0.02 -0.27 0.08
H 24.66491 -14.06995 7.04901 0.20 0.38 0.07
H 26.20596 -14.29337 7.98049 0.03 -0.16 -0.33
H 25.31454 -12.29075 8.58156 -1.04 0.90 -0.84
H 23.66053 -13.00285 9.02878 -0.30 0.44 -0.06
H 23.71438 -12.15231 11.15429 -0.77 0.67 -0.86
C 20.94427 -11.81183 12.14244 1.99 0.08 1.04
S 19.41934 -12.11013 13.03418 -0.56 1.24 -3.49
O 18.40236 -11.58236 12.01295 0.20 -0.44 1.63
C 19.55030 -13.85572 12.75072 -0.09 -0.78 1.64
H 21.30594 -10.79057 12.02279 -0.92 0.35 -0.06
H 21.07037 -12.35029 11.20316 -0.65 -0.06 0.05
H 21.72170 -12.18227 12.81062 0.32 -0.41 0.07
H 20.52450 -14.14894 13.14194 0.27 -0.12 -0.55
H 19.33169 -14.18025 11.73338 0.14 0.28 0.13
H 18.90865 -14.32270 13.49793 -0.53 -0.19 -0.42
C 24.68195 -8.56283 16.91030 -0.45 -0.50 0.75
S 25.09450 -9.77367 15.61421 -1.87 -2.03 -0.87
O 24.46142 -11.17312 15.88684 1.13 3.49 0.03
C 23.92125 -8.86528 14.48729 0.61 -0.45 -0.44
H 23.79238 -8.94834 17.40843 0.06 -0.24 0.19
H 24.35889 -7.60557 16.50119 0.59 0.00 -0.08
H 25.50319 -8.49050 17.62334 -0.11 0.14 -0.06
H 24.29005 -7.85561 14.30656 0.09 0.09 0.38
H 22.94267 -8.85114 14.96717 0.02 -0.09 -0.12
H 23.90923 -9.31352 13.49380 -0.16 -0.50 0.32
C 24.03303 -12.65410 1.35183 -0.70 -1.68 -0.24
S 24.88115 -13.19088 2.90947 -0.47 4.74 -0.50
O 26.02375 -12.22136 2.93695 0.55 -1.26 0.26
C 23.61431 -12.27993 3.93363 -0.71 -1.80 -0.04
H 23.18871 -13.33946 1.27748 -0.20 -0.22 -0.29
H 24.68318 -12.85768 0.50097 0.18 0.02 0.22
H 23.58603 -11.66518 1.25019 0.63 0.24 0.75
H 22.72253 -12.87422 3.73454 -0.44 -0.03 0.23
H 23.35482 -11.26053 3.64799 0.80 -0.04 -0.24
H 23.80401 -12.37745 5.00256 0.33 0.11 -0.13
C 28.41989 -13.33856 11.29100 0.85 0.14 -1.23
S 28.57244 -14.82919 12.30565 -2.26 1.50 1.00
O 27.95114 -14.27337 13.57402 0.95 -1.51 -0.34
C 27.27873 -15.78266 11.34127 0.04 0.33 0.72
H 29.40843 -12.97039 11.01653 0.17 -0.24 -0.08
H 27.93333 -12.52483 11.82878 -0.45 -0.67 0.35
H 27.89348 -13.60167 10.37353 -0.01 0.33 0.08
H 27.84839 -16.12824 10.47863 -0.36 -0.03 -0.27
H 26.42058 -15.14277 11.13579 0.37 0.52 -0.40
H 26.80808 -16.59932 11.88869 0.75 -0.31 0.34
C 29.11531 -15.91741 6.97898 0.99 -1.07 -0.07
S 30.65374 -15.35825 7.81291 -3.29 0.10 2.42
O 29.99545 -14.40029 8.84556 1.77 -0.86 -1.33
C 30.89649 -16.95633 8.76050 0.74 0.46 -0.94
H 28.42029 -16.27490 7.73875 -0.01 0.68 0.31
H 29.39452 -16.84689 6.48278 -0.03 0.14 -0.75
H 28.72592 -15.14571 6.31494 0.18 -0.03 0.11
H 31.03351 -17.76300 8.04036 -0.17 -0.01 -0.18
H 30.08038 -17.19768 9.44154 0.03 0.45 -0.05
H 31.86511 -16.86443 9.25186 -0.24 0.13 0.37
C 23.71490 -16.12574 5.30461 -0.33 0.85 -1.31
S 21.94382 -16.36111 4.99792 0.32 -2.13 1.11
O 21.79097 -17.78625 5.57054 -0.39 1.81 -1.22
C 22.05409 -16.41045 3.14203 0.05 -0.55 0.87
H 24.16650 -17.05432 4.95547 0.16 0.02 0.39
H 23.97477 -15.78669 6.30742 -0.41 -0.58 -0.03
H 23.99425 -15.32390 4.62115 0.40 0.09 0.00
H 22.47385 -15.45283 2.83405 -0.02 -0.11 -0.14
H 21.07196 -16.58735 2.70360 -0.08 0.27 0.30
H 22.67173 -17.26685 2.87145 0.28 0.18 -0.01
C 30.98857 -11.87438 6.67009 -0.52 -0.37 -0.11
S 29.44342 -11.74042 5.62847 0.11 -2.32 0.78
O 29.22136 -13.19045 5.12569 0.27 2.25 0.89
C 28.32125 -11.44651 7.04754 -0.52 -0.50 0.71
H 31.25498 -10.96349 7.20619 -0.08 0.22 -0.41
H 31.78249 -12.23907 6.01834 -0.05 0.37 -0.17
H 30.84030 -12.64182 7.42980 -0.42 -0.04 -0.03
H 28.28056 -12.23976 7.79399 0.90 -0.58 -0.19
H 27.26053 -11.42466 6.79755 0.15 0.55 -0.83
H 28.59237 -10.57108 7.63763 0.11 0.31 -0.48
C 23.03997 -18.85525 8.53813 1.35 0.13 -0.07
S 24.63492 -18.54962 9.49993 -0.23 0.02 -0.71
O 24.84821 -19.80117 10.25122 0.35 -0.55 0.51
C 25.90622 -18.55071 8.13191 -1.66 -0.41 -1.00
H 22.68576 -17.85806 8.27691 -0.36 -0.30 -0.15
H 22.37403 -19.42701 9.18444 0.16 0.55 0.45
H 23.17634 -19.50610 7.67448 0.35 0.35 -0.24
H 26.96942 -18.39541 8.31519 -0.37 0.07 0.78
H 25.55226 -17.84882 7.37683 0.09 0.48 0.12
H 25.73766 -19.50443 7.63181 0.32 -0.32 0.21
C 21.50654 -10.69454 8.54790 -0.79 -0.78 -0.04
S 21.21805 -11.00775 6.72446 -1.11 0.01 0.67
O 20.00208 -11.92950 6.50815 1.88 1.87 0.64
C 20.76728 -9.24124 6.44595 -0.53 -0.40 0.37
H 20.66359 -10.20027 9.03084 -0.38 -0.06 -0.39
H 22.37990 -10.11023 8.83758 0.31 -0.27 -0.70
H 21.55312 -11.69758 8.97199 0.26 0.07 0.06
H 19.90140 -8.96567 7.04796 -0.40 -0.47 -0.17
H 20.55485 -9.08601 5.38818 0.27 0.17 0.13
H 21.53035 -8.60343 6.89207 0.52 -0.18 -0.61
C 23.45687 -17.98634 12.83424 -0.93 -1.03 -0.78
S 22.12320 -17.28961 11.60339 1.50 1.18 2.82
O 20.87622 -17.06018 12.46265 1.59 -0.07 -1.30
C 23.08035 -15.62474 11.43919 -1.02 -0.50 -0.32
H 23.43547 -17.55741 13.83608 -0.14 0.67 -0.42
H 24.45633 -18.08484 12.41060 -0.05 0.75 -0.21
H 23.20517 -19.03783 12.97251 -0.48 -0.08 -0.06
H 24.12825 -15.68082 11.14447 -0.02 -0.64 0.26
H 23.00008 -15.06429 12.37062 -0.05 -0.13 0.01
H 22.60338 -15.08616 10.62033 -0.31 0.12 0.13
```
Positions in Å, forces in eV/Å.

Calculated values
HOMO level, eV: -4.1
Charge: -1
Energy relative to the best compared isomer or geometry (same formula, charge and spin), kcal per mole: 126.64
DFT total energy, eV: -167021.0802
LUMO, eV: 1.65

Atom charges from the Mulliken analysis, given in e for atoms 1 to 5: C 0.79; O 0.54; O -0.92; C 0.49; F -0.23


[2]
Computed, not measured: a structure of composition C24H66FLiN6O6 at a distorted geometry, with the ωB97M-V functional and the def2-TZVPD basis.

```
104
Properties=species:S:1:pos:R:3:forces:R:3
Li -6.10237 0.36156 -0.75895 0.15 -0.47 -0.11
F -4.93280 -1.16679 -0.56690 -0.31 0.60 -0.31
C -4.31908 -5.40202 2.29472 0.23 -0.10 0.42
C -4.10105 -4.08017 1.57611 -1.28 -0.32 0.84
C -2.87083 -4.06803 0.75831 0.42 0.89 -1.11
O -1.74906 -4.22135 1.58833 -0.70 -0.14 0.26
C -0.56529 -4.25335 0.88650 1.16 -0.35 -0.37
N -5.26659 -3.77835 0.72909 0.11 0.88 -0.43
H -3.40770 -5.68513 2.83093 -0.04 -0.04 -0.14
H -4.60778 -6.20206 1.61490 -0.06 0.01 -0.05
H -5.07914 -5.26660 3.06888 -0.18 -0.17 -0.18
H -3.98369 -3.37248 2.41730 0.17 0.33 -0.43
H -2.83203 -3.08823 0.24292 0.17 -0.03 0.07
H -2.90324 -4.79915 -0.06693 0.04 -0.26 0.35
H -0.50338 -5.08118 0.16150 -0.22 0.01 0.10
H 0.22415 -4.41065 1.62247 0.11 0.14 -0.11
H -0.36521 -3.33537 0.31947 -0.08 0.18 0.09
H -5.99783 -3.38924 1.31628 0.08 -0.44 0.02
H -5.08850 -2.97038 0.09196 0.25 -0.58 0.57
C -2.22255 1.26722 3.00027 -0.36 -0.28 0.29
C -2.51879 0.56746 1.68666 -1.22 0.56 -0.10
C -1.33528 -0.24384 1.23838 0.31 -1.33 0.74
O -0.11225 0.39474 1.53039 -0.23 0.73 -0.81
C 0.97977 -0.16393 0.84936 0.14 -0.45 0.28
N -3.71749 -0.30789 1.86920 1.21 -0.59 -0.24
H -3.15935 1.61585 3.43657 0.00 0.11 -0.10
H -1.54011 2.10316 2.88645 0.19 -0.07 0.05
H -1.81624 0.52770 3.69815 0.17 0.21 0.05
H -2.81106 1.31863 0.94515 0.27 -0.03 -0.04
H -1.42732 -0.60457 0.20177 0.17 0.44 -0.06
H -1.35056 -1.17336 1.85180 -0.10 0.08 -0.20
H 1.36113 -1.03007 1.40995 0.03 -0.01 -0.18
H 1.77209 0.57729 0.77877 -0.01 0.08 0.01
H 0.69819 -0.49705 -0.15515 0.07 0.07 -0.03
H -4.03353 -0.70421 0.96263 0.19 0.31 0.11
H -3.27176 -1.11706 2.32174 -0.85 0.02 0.23
C -7.65513 2.36992 -3.43601 0.07 0.56 0.73
C -6.85240 1.08503 -3.47842 -1.56 -0.14 -0.85
C -5.36775 1.30446 -3.36721 -0.36 -1.88 0.50
O -5.13785 1.70735 -2.03232 -0.26 0.97 0.01
C -3.79207 1.89748 -1.70051 1.27 -1.36 -0.09
N -7.34351 0.12021 -2.46081 0.38 -0.44 -0.42
H -7.33389 3.03549 -2.62864 0.08 -0.10 -0.02
H -8.70785 2.16270 -3.23795 -0.04 -0.01 -0.29
H -7.54363 2.91068 -4.37481 -0.13 0.03 -0.03
H -7.11215 0.68177 -4.47199 0.67 -0.14 0.00
H -4.97571 1.94924 -4.15482 0.08 0.38 0.28
H -4.94066 0.29199 -3.47880 0.40 0.34 -0.17
H -3.69839 2.32432 -0.70877 -0.25 0.41 -0.06
H -3.21061 2.44587 -2.44833 -0.37 0.42 0.06
H -3.29513 0.90914 -1.63895 -0.15 0.16 0.02
H -8.34604 0.00828 -2.60864 0.08 0.35 0.28
H -7.01326 -0.83594 -2.71711 0.09 0.43 0.31
C -9.03307 0.48599 1.22153 -0.25 1.17 0.03
C -7.73015 0.09899 1.86417 1.01 0.21 -0.19
C -7.44137 -1.37716 1.76617 0.38 -0.08 -0.17
O -8.47047 -2.05574 2.41762 -0.53 -0.14 0.20
C -8.28099 -3.44849 2.40579 -0.53 -0.13 -0.26
N -6.62217 0.85350 1.17381 0.28 -0.67 0.73
H -9.03694 0.22447 0.16174 -0.05 -0.38 0.09
H -9.10127 1.58418 1.21623 -0.04 -0.13 0.11
H -9.91971 0.13173 1.73971 0.07 -0.33 -0.06
H -7.65886 0.29955 2.94154 -0.54 0.29 -0.13
H -6.48673 -1.58163 2.27975 0.06 0.01 -0.25
H -7.36614 -1.70652 0.71562 0.10 0.09 0.06
H -9.20487 -3.90901 2.75418 0.08 0.05 0.26
H -7.44674 -3.74000 3.05198 0.05 -0.11 -0.10
H -8.14441 -3.81393 1.37799 0.30 0.01 0.14
H -5.73291 0.43189 1.50510 -0.33 0.27 -0.04
H -6.60622 1.78474 1.58445 -0.07 0.00 -0.28
C -6.77478 -4.44017 -4.28681 -0.05 -0.64 0.16
C -5.77666 -3.39886 -3.86308 0.51 0.30 1.17
C -5.48236 -2.36503 -4.92897 0.25 -0.52 0.19
O -4.64169 -2.98624 -5.88530 -0.41 0.12 0.37
C -4.11919 -2.08992 -6.83263 -0.55 -0.63 -0.23
N -6.27777 -2.72063 -2.64647 -0.22 0.13 -0.43
H -7.78539 -4.02621 -4.25169 0.01 0.00 -0.21
H -6.73767 -5.28780 -3.59416 -0.10 0.12 0.05
H -6.55325 -4.86562 -5.26456 -0.04 0.25 -0.13
H -4.81521 -3.86822 -3.61573 -0.05 -0.20 -0.32
H -4.93160 -1.54493 -4.45165 -0.19 0.19 -0.16
H -6.44399 -2.02360 -5.34514 0.26 0.23 -0.21
H -3.51488 -2.71701 -7.48254 0.33 0.30 -0.09
H -3.54249 -1.29656 -6.35440 0.12 0.11 -0.09
H -4.94054 -1.68436 -7.43556 0.14 0.32 -0.01
H -6.74639 -3.39912 -2.05595 0.13 0.08 0.09
H -5.55963 -2.25610 -2.07650 -0.08 -0.26 -0.11
C 2.27021 -1.65828 -3.40928 0.16 0.21 0.24
C 0.99254 -2.46470 -3.55348 0.87 0.05 -0.92
C -0.19540 -1.62135 -3.21270 -0.36 0.28 -0.25
O -1.36072 -2.40010 -3.38464 0.41 -0.14 0.18
C -2.48516 -1.75064 -2.88275 -0.28 -0.02 0.98
N 0.95360 -2.92374 -4.95749 -0.13 -0.40 0.58
H 2.26850 -0.85715 -4.15452 0.05 0.12 0.16
H 3.14972 -2.26759 -3.60157 -0.05 -0.15 -0.06
H 2.38137 -1.23296 -2.40628 -0.08 0.09 -0.13
H 1.04792 -3.32588 -2.88649 -0.20 -0.15 -0.09
H -0.25156 -0.76161 -3.90878 0.15 -0.02 0.16
H -0.08804 -1.20579 -2.19703 -0.33 -0.21 0.01
H -3.30946 -2.45475 -2.80722 -0.10 -0.02 -0.46
H -2.74684 -0.86090 -3.46673 -0.10 -0.01 -0.04
H -2.31355 -1.46467 -1.83505 -0.02 0.32 -0.09
H 0.84463 -2.10315 -5.54664 -0.08 -0.14 -0.08
H 0.13928 -3.51913 -5.08581 0.05 0.21 -0.13
```
Positions in Å, forces in eV/Å.

Calculated values
HOMO level, eV: -8.8
Energy relative to the best compared isomer or geometry (same formula, charge and spin), kcal per mole: 0.00
DFT total energy, eV: -50107.1144
LUMO, eV: 0.31

Atom charges from the Mulliken analysis, given in e for atoms 1 to 5: Li 0.91; F -0.11; C -1.70; C 1.31; C -0.03


no.,HOMO-LUMO gap (eV)
1,5.764
2,9.099